The following is a quantum chemistry calculation of the molecule CH5Cl3Si2 at a distorted geometry, from the OMol25 dataset.

- Charge: 0
- Total energy: -54437.2146 eV
- HOMO-LUMO gap: 7.083 eV
- HOMO energy: -0.29790 Ha
- LUMO level: -0.0376 Eh
- Relative energy (zero: lowest compared OMol25 entry of this formula, charge and spin): 177.1 kcal per mole

Each line ends with the Mulliken charge.
Cartesian coordinates (Å):
C -1.629 -1.582 -2.361  -0.268
Si -0.012 -0.735 0.749  0.359
Si 1.229 1.084 -0.160  0.405
Cl -0.986 -2.017 -0.728  0.057
Cl -2.373 0.056 -2.092  -0.218
Cl 3.179 0.853 0.441  -0.230
H -0.665 -1.282 -2.951  0.152
H 0.379 -2.042 1.227  -0.088
H -0.754 -0.024 1.876  -0.052
H 1.660 1.477 -1.558  -0.072
H 0.229 2.196 0.175  -0.044


The following is a quantum chemistry calculation of a structure of composition CH5ClNOP at a distorted geometry, from the OMol25 dataset.

- Charge: 0
- Total energy: -26460.6850 eV
- HOMO-LUMO gap (alpha / beta): 6.574 / 6.695 eV
- HOMO energy (alpha / beta): -0.22061 / -0.35731 Ha
- 2S+1: 3
- LUMO level (alpha / beta): 0.0210 / -0.1113 Eh
- Relative energy (zero: lowest compared OMol25 entry of this formula, charge and spin): 86.3 kcal per mole

Each line ends with the Mulliken charge.
Cartesian coordinates (Å):
C -1.346 0.006 -0.840  -0.347
N 1.929 -0.167 0.699  -0.333
O -0.922 -0.030 0.428  -0.321
P 0.708 0.966 1.143  0.100
Cl 2.152 -0.014 -1.053  -0.146
H -1.943 0.994 -1.010  0.211
H -2.012 -0.841 -1.031  0.234
H -0.449 -0.187 -1.471  0.204
H 1.695 -1.189 0.708  0.328
H 0.188 0.462 2.427  0.070


The following is a quantum chemistry calculation of the molecule CH5ClNP at a distorted geometry, from the OMol25 dataset.

- Charge: 0
- Total energy: -24418.3187 eV
- HOMO-LUMO gap: 9.441 eV
- HOMO energy: -0.32505 Ha
- LUMO level: 0.0219 Eh
- Structure (SMILES): CNPCl
- Relative energy (zero: lowest compared OMol25 entry of this formula, charge and spin): 47.9 kcal per mole

Each line ends with the Mulliken charge.
Cartesian coordinates (Å):
C -0.401 -0.421 0.295  -0.716
N 0.175 0.932 0.474  -0.493
P 1.418 1.389 -1.170  0.216
Cl 1.387 3.353 -0.938  -0.160
H -1.286 -0.572 -0.507  0.238
H 0.380 -1.161 0.049  0.296
H -0.855 -0.714 1.281  0.282
H 0.732 0.878 1.286  0.264
H 0.366 1.184 -2.057  0.072


The following is a quantum chemistry calculation of a cluster of 2 separate species, CH5FO in total at a distorted geometry, from the OMol25 dataset.

- Charge: 0
- Total energy: -5882.4895 eV
- HOMO-LUMO gap: 12.354 eV
- HOMO energy: -0.42549 Ha
- LUMO level: 0.0285 Eh
- Structure (SMILES): CF.O
- Relative energy (zero: lowest compared OMol25 entry of this formula, charge and spin): 0.0 kcal per mole

Each line ends with the Mulliken charge.
Cartesian coordinates (Å):
F -1.292 -0.158 1.872  -0.261
C -1.486 -1.170 0.953  -0.313
H -0.587 -1.755 0.694  0.201
H -1.813 -0.614 0.058  0.170
H -2.288 -1.868 1.246  0.204
O 2.680 1.605 -1.857  -0.651
H 1.760 1.946 -1.936  0.324
H 3.025 2.013 -1.030  0.327


The following is a quantum chemistry calculation of the molecule CH5IN2 at a distorted geometry, from the OMol25 dataset.

- Charge: 0
- Total energy: -12196.3637 eV
- HOMO-LUMO gap: 9.374 eV
- HOMO energy: -0.32963 Ha
- LUMO level: 0.0148 Eh
- Structure (SMILES): NNCI
- Relative energy (zero: lowest compared OMol25 entry of this formula, charge and spin): 28.1 kcal per mole

Each line ends with the Mulliken charge.
Cartesian coordinates (Å):
C 0.571 1.106 -0.128  -0.590
N -0.765 -1.258 -0.157  -0.341
N -0.711 -0.024 0.362  -0.367
I 2.385 -0.067 -0.098  0.020
H 0.211 1.456 -1.098  0.316
H 0.624 1.849 0.698  0.323
H -1.549 -1.302 -0.804  0.226
H 0.035 -1.821 -0.214  0.180
H -0.802 0.061 1.439  0.232


The following is a quantum chemistry calculation of a cluster of 2 separate species, CH5IN2 in total at a distorted geometry, from the OMol25 dataset.

- Charge: 0
- Total energy: -12196.7283 eV
- HOMO-LUMO gap: 10.112 eV
- HOMO energy: -0.33799 Ha
- LUMO level: 0.0336 Eh
- Structure (SMILES): [H]/N=N\C.I
- Relative energy (zero: lowest compared OMol25 entry of this formula, charge and spin): 19.6 kcal per mole

Each line ends with the Mulliken charge.
Cartesian coordinates (Å):
C -1.276 -0.742 0.158  -0.680
N 0.057 1.020 -0.152  -0.341
N -0.075 -0.149 -0.256  0.116
I 3.534 -0.146 -0.114  -0.123
H -1.831 -1.235 -0.683  0.209
H -1.101 -1.496 0.961  0.214
H -1.924 0.012 0.659  0.294
H 3.434 1.323 -0.698  0.102
H -0.817 1.414 0.124  0.210


The following is a quantum chemistry calculation of a cluster of 2 separate species, CH5IN2 in total at a distorted geometry, from the OMol25 dataset.

- Charge: 0
- Total energy: -12196.3192 eV
- HOMO-LUMO gap: 9.326 eV
- HOMO energy: -0.33868 Ha
- LUMO level: 0.0040 Eh
- Structure (SMILES): [H]/N=N\C.I
- Relative energy (zero: lowest compared OMol25 entry of this formula, charge and spin): 29.1 kcal per mole

Each line ends with the Mulliken charge.
Cartesian coordinates (Å):
C -1.609 0.311 -0.088  -0.617
N 0.639 -0.241 0.168  -0.234
N -0.281 0.488 0.482  -0.164
I 4.172 -0.135 0.151  -0.233
H -1.784 -0.536 -0.717  0.368
H -2.488 0.388 0.724  0.224
H -1.678 1.234 -0.736  0.236
H 2.457 -0.220 0.220  0.193
H 0.572 -1.289 -0.204  0.228


The following is a quantum chemistry calculation of the molecule CH5INP at a distorted geometry, from the OMol25 dataset.

- Charge: 0
- Total energy: -19995.7188 eV
- HOMO-LUMO gap: 8.315 eV
- HOMO energy: -0.33647 Ha
- LUMO level: -0.0309 Eh
- Structure (SMILES): CN=[PH2]I
- Relative energy (zero: lowest compared OMol25 entry of this formula, charge and spin): 62.5 kcal per mole

Each line ends with the Mulliken charge.
Cartesian coordinates (Å):
C -0.551 0.965 1.031  -0.630
N -0.719 0.286 -0.122  -0.356
P 0.144 -0.819 -0.818  0.133
I 2.680 -0.864 -1.735  -0.172
H 0.226 1.803 0.820  0.249
H -1.456 1.439 1.214  0.287
H -0.325 0.456 2.046  0.243
H -0.579 -1.103 -1.940  0.131
H 0.581 -2.163 -0.497  0.114